1.
Formula: C4H6O2
Source: the OMol25 dataset
Level of theory: wB97M-V/def2-TZVPD

Element x y z (Å)
1 O -2.277 -1.250 0.167
2 O 0.464 1.688 1.187
3 C 0.057 0.558 1.315
4 C 1.066 0.095 -0.881
5 C -1.507 -0.453 -0.319
6 C 0.011 -0.388 0.106
7 H 0.758 0.996 -1.417
8 H -0.243 0.118 2.274
9 H 0.202 -1.406 0.474
10 H 1.967 0.416 -0.325
11 H 1.370 -0.695 -1.561
12 H -1.866 0.322 -1.019

Computed properties:
HOMO level in eV: -10.04
HOMO-LUMO gap in eV: 10.37
Charge: 0
SMILES: CC(C=O)C=O
2S+1: 1

2.
Formula: C10H19O4P
Source: the OMol25 dataset
Level of theory: wB97M-V/def2-TZVPD

Element x y z (Å)
1 P 0.682 0.200 0.123
2 O 0.727 0.542 -1.285
3 O -0.441 -1.236 2.004
4 O 0.444 1.429 1.048
5 O 1.978 -0.418 0.665
6 C -0.480 -1.040 0.691
7 C -0.254 2.493 0.480
8 C 3.353 -0.441 0.158
9 C -2.026 -0.153 0.255
10 C -3.848 1.548 -0.614
11 C -2.793 0.691 -0.065
12 C 3.414 -1.576 -0.787
13 C -1.891 -3.124 -0.027
14 C -0.569 -2.297 -0.146
15 C 0.705 3.598 0.153
16 H -1.600 -4.063 -0.590
17 H -2.777 -2.623 -0.370
18 H -3.486 2.624 -0.364
19 H 1.475 3.810 0.952
20 H 0.174 -2.929 0.500
21 H 0.230 -0.712 2.427
22 H -1.961 -3.413 1.016
23 H 3.205 -1.262 -1.826
24 H -1.195 2.778 1.047
25 H 0.290 4.464 -0.450
26 H -0.671 2.187 -0.570
27 H 1.383 3.189 -0.573
28 H -4.779 1.296 -0.117
29 H -0.086 -2.317 -1.107
30 H 4.482 -2.038 -0.990
31 H 3.531 0.479 -0.376
32 H 2.579 -2.270 -0.606
33 H 4.085 -0.572 1.007
34 H -3.882 1.153 -1.665

Computed properties:
HOMO level in eV: -9.50
HOMO-LUMO gap in eV: 10.33
Charge: 0
SMILES: CC#C[C@@](O)(CC)P(=O)(OCC)OCC
2S+1: 1

3.
Formula: C19H46AgClN3O5
Source: the OMol25 dataset
Level of theory: wB97M-V/def2-TZVPD

Element x y z (Å)
1 Ag 0.608 0.665 -1.467
2 Cl 2.362 0.372 -3.363
3 O 4.210 -0.800 -0.197
4 O -1.251 0.424 0.000
5 O -1.106 1.142 -2.894
6 O 0.890 2.928 -1.772
7 O 1.453 -4.631 -2.067
8 N -2.203 0.525 1.109
9 N 0.456 -1.802 -1.593
10 N 2.190 0.760 0.389
11 C 5.258 -1.704 -0.047
12 C -4.182 -0.497 0.030
13 C -2.570 -1.998 1.209
14 C -1.083 2.634 2.007
15 C -4.651 1.026 2.721
16 C -0.402 3.282 -2.182
17 C -3.405 1.887 2.850
18 C -3.209 -0.600 1.248
19 C -0.973 2.466 -3.314
20 C -4.112 -0.429 2.515
21 C 1.533 -2.350 -0.803
22 C -3.269 2.744 0.436
23 C 2.209 -3.580 -1.421
24 C 2.192 -5.721 -2.563
25 C 0.896 -2.537 0.602
26 C 3.267 2.762 1.157
27 C 3.377 1.492 0.289
28 C -2.480 1.925 1.567
29 C 4.458 0.380 0.630
30 H 1.476 -2.940 1.433
31 H -3.553 2.963 2.949
32 H 2.582 -0.166 0.292
33 H -2.887 1.402 3.678
34 H 5.084 -2.407 -0.862
35 H -2.507 -2.527 0.258
36 H 2.296 -1.590 -0.636
37 H -1.086 3.305 -1.333
38 H -3.106 2.334 -0.560
39 H 1.472 3.687 -1.847
40 H -0.417 2.447 -4.252
41 H 5.110 -2.282 0.865
42 H 2.856 -5.983 -1.739
43 H 3.842 1.581 -0.693
44 H 4.170 3.373 1.137
45 H -3.616 -0.663 3.457
46 H -0.454 2.082 2.706
47 H -4.343 2.800 0.615
48 H -3.045 3.800 0.291
49 H 0.777 -1.500 0.914
50 H 3.067 2.613 2.218
51 H 2.901 -3.179 -2.162
52 H -4.627 -1.459 -0.227
53 H -1.998 2.797 -3.478
54 H 5.386 0.924 0.454
55 H 2.825 -4.035 -0.646
56 H -5.234 1.049 3.641
57 H -0.237 -2.537 -1.586
58 H -0.295 4.328 -2.468
59 H -0.456 2.887 1.152
60 H -1.735 0.759 -3.509
61 H -5.273 1.386 1.901
62 H -3.726 -0.140 -0.893
63 H 6.200 -1.156 -0.075
64 H 0.611 -1.828 -2.591
65 H -1.101 3.624 2.463
66 H -1.502 -1.913 1.410
67 H -3.050 -2.677 1.914
68 H 2.471 3.434 0.836
69 H 1.892 0.723 1.354
70 H -0.045 -3.066 0.449
71 H 2.871 -5.529 -3.394
72 H 1.541 -6.589 -2.670
73 H 4.313 0.051 1.659
74 H -4.909 -1.169 2.444
75 H -5.003 0.219 0.056

Computed properties:
<S²>: 2.006
HOMO level (spin up / spin down) in eV: 0.81 / -4.46
HOMO-LUMO gap (spin up / spin down) in eV: 1.76 / 6.67
Charge: -1
2S+1: 3

4.
Formula: C6H8NO3S
Source: the OMol25 dataset
Level of theory: wB97M-V/def2-TZVPD

Element x y z (Å)
1 S 0.179 0.077 -3.297
2 O 0.713 0.016 -0.465
3 O -0.272 -0.991 -4.119
4 O -0.592 1.233 -3.036
5 N 0.057 -0.063 0.720
6 C 1.952 0.346 -2.881
7 C -0.307 0.570 2.984
8 C -1.810 -0.831 1.842
9 C -1.523 -0.110 3.015
10 C 0.408 0.660 1.805
11 C -1.051 -0.790 0.733
12 H 2.067 1.363 -3.103
13 H 1.444 0.880 1.634
14 H 0.019 1.109 3.804
15 H -1.141 -1.421 -0.188
16 H 2.597 -0.258 -3.514
17 H -1.966 -0.436 3.939
18 H -2.689 -1.527 1.815
19 H 1.913 0.173 -1.690

Computed properties:
HOMO level in eV: -12.98
HOMO-LUMO gap in eV: 6.57
Charge: +1
2S+1: 1

| no. | E_tot (eV) |
| --- | --- |
| 1 | -8339.203 |
| 2 | -28154.282 |
| 3 | -51671.179 |
| 4 | -24807.448 |